ORCA calculation (ωB97M-V/def2-TZVPD) on a molecular structure, C36H32ClO4P2Pr in a non-equilibrium geometry.

Properties
ΔE to the lowest compared entry with this formula, charge and spin = 6.708 eV
HOMO level (spin up / spin down) = -14.49 / -14.39 eV
2S+1 = 3
Charge = +2
Electronic energy = -91178.518 eV
Kohn-Sham gap (spin up / spin down) = 6.91 / 6.94 eV

```
76
C36H32ClO4P2Pr ωB97M-V/def2-TZVPD
C 0.741 -0.948 -2.148
C -0.291 -1.364 -1.294
C -1.583 -1.517 -1.817
C -1.831 -1.276 -3.166
C -0.794 -0.880 -4.012
C 0.492 -0.713 -3.498
P 0.016 -1.626 0.493
C -1.263 -2.873 0.914
C -2.352 -2.486 1.702
C -3.367 -3.397 1.993
C -3.295 -4.703 1.507
C -2.204 -5.097 0.729
C -1.192 -4.187 0.432
Pr 0.000 0.000 1.894
P 0.012 1.569 0.392
C -1.326 1.706 -0.847
C -1.155 2.087 -2.181
C -2.259 2.176 -3.031
C -3.538 1.889 -2.557
C -3.714 1.490 -1.230
C -2.614 1.391 -0.383
C -0.243 3.046 1.448
C 0.607 3.165 2.562
C 0.443 4.212 3.465
C -0.565 5.156 3.263
C -1.408 5.048 2.155
C -1.253 3.996 1.252
C 1.578 1.988 -0.463
C 2.659 1.109 -0.323
C 3.893 1.409 -0.901
C 4.057 2.597 -1.614
C 2.992 3.493 -1.733
C 1.760 3.195 -1.154
C 1.589 -2.575 0.504
C 2.009 -3.361 -0.580
C 3.199 -4.085 -0.506
C 3.978 -4.035 0.650
C 3.562 -3.261 1.734
C 2.376 -2.532 1.663
H 1.397 2.431 2.714
H 1.101 4.290 4.327
H -0.694 5.973 3.966
H -2.192 5.783 1.995
H -1.917 3.912 0.397
H -0.163 2.297 -2.563
H -2.114 2.463 -4.069
H -4.394 1.961 -3.222
H -4.706 1.249 -0.859
H -2.732 1.057 0.646
H 2.521 0.202 0.261
H 4.725 0.720 -0.787
H 5.017 2.834 -2.064
H 3.126 4.430 -2.267
H 0.944 3.910 -1.221
H 1.412 -3.402 -1.487
H 3.516 -4.687 -1.354
H 4.907 -4.597 0.704
H 4.162 -3.222 2.639
H 2.044 -1.929 2.505
H -2.377 -1.473 2.097
H -4.206 -3.090 2.612
H -4.080 -5.416 1.741
H -2.138 -6.117 0.360
H -0.343 -4.502 -0.167
H -2.392 -1.832 -1.166
H -2.838 -1.394 -3.556
H -0.990 -0.697 -5.065
H 1.305 -0.399 -4.147
H 1.745 -0.822 -1.761
H -0.054 0.131 -7.141
H 0.688 0.129 -7.091
O 0.000 1.437 6.080
Cl 0.000 0.000 5.574
O 1.244 -0.718 6.081
O -1.244 -0.718 6.081
O 0.000 0.000 3.894
```

Table of Mulliken atomic charges, one value per atom, all in e:
1 C 0.0169
2 C 0.6253
3 C -0.6973
4 C -0.8432
5 C -0.5594
6 C -1.0699
7 P 2.3610
8 C 0.4210
9 C -0.3024
10 C -0.9335
11 C -0.6131
12 C -0.7436
13 C -0.4839
14 Pr 0.7258
15 P 1.6266
16 C 0.9417
17 C -0.9715
18 C -0.6790
19 C -0.6866
20 C -0.8912
21 C -0.5471
22 C 0.9859
23 C -0.4466
24 C -0.8562
25 C -0.6255
26 C -0.7125
27 C -0.4808
28 C 0.7376
29 C -0.6762
30 C -0.5685
31 C -0.7154
32 C -0.7577
33 C -0.4894
34 C 0.7328
35 C -0.3760
36 C -0.8595
37 C -0.6300
38 C -0.8944
39 C -0.7560
40 H 0.4179
41 H 0.4865
42 H 0.4339
43 H 0.4600
44 H 0.4032
45 H 0.5409
46 H 0.5033
47 H 0.4310
48 H 0.4600
49 H 0.4106
50 H 0.2543
51 H 0.4980
52 H 0.4475
53 H 0.4556
54 H 0.5432
55 H 0.5128
56 H 0.4600
57 H 0.4486
58 H 0.4815
59 H 0.4944
60 H 0.2104
61 H 0.4613
62 H 0.4302
63 H 0.4612
64 H 0.3999
65 H 0.4339
66 H 0.4835
67 H 0.2370
68 H 0.4832
69 H 0.6883
70 H 0.0054
71 H 0.0167
72 O -0.5139
73 Cl 1.6614
74 O -0.5234
75 O -0.5192
76 O -0.8671

---

ORCA calculation (ωB97M-V/def2-TZVPD) on a molecular structure, C36H32CoN6O3S3.

Properties
ΔE to the lowest compared entry with this formula, charge and spin = 3.512 eV
HOMO level (spin up / spin down) = -6.30 / -6.29 eV
2S+1 = 2
Electronic energy = -123062.258 eV
Kohn-Sham gap (spin up / spin down) = 5.29 / 5.28 eV

```
81
C36H32CoN6O3S3 ωB97M-V/def2-TZVPD
Co -0.704 -0.750 0.122
C 1.541 -4.451 -1.140
C 2.122 -3.821 -2.229
C 1.481 -2.732 -2.792
C 0.293 -2.289 -2.227
N -0.285 -2.908 -1.193
C 0.335 -3.962 -0.669
C -0.413 -1.084 -2.745
C -0.464 -0.852 -4.098
C -1.213 0.244 -4.547
C -1.900 1.004 -3.649
C -1.856 0.706 -2.254
N -1.033 -0.304 -1.827
C -2.636 1.486 -1.364
C -3.460 2.598 -1.705
C -3.720 3.565 -0.794
C -3.210 3.479 0.630
C -3.054 2.058 0.968
N -2.402 1.399 0.019
H 2.014 -5.293 -0.654
H 3.073 -4.157 -2.621
H 1.923 -2.197 -3.620
H -0.150 -4.430 0.182
H 0.031 -1.523 -4.786
H -1.260 0.480 -5.603
H -2.478 1.850 -3.989
H -3.908 2.673 -2.688
H -4.400 4.373 -1.034
H -3.845 4.045 1.309
H -2.431 0.700 2.502
N -2.606 -1.447 0.051
C -3.259 -1.953 1.267
C -2.294 -2.791 2.087
C -1.201 -1.955 2.755
O -0.985 -2.105 3.951
O -0.571 -1.117 2.005
H -3.213 -0.802 -0.445
H -2.403 -2.222 -0.579
H -4.142 -2.542 1.007
H -3.603 -1.097 1.851
H -1.825 -3.540 1.437
H -2.833 -3.325 2.868
O 1.296 -0.980 -0.056
C 2.458 -0.569 0.538
C 2.168 0.899 0.812
C 2.559 1.996 -0.042
C 1.845 3.100 0.194
C 0.744 2.912 1.177
S 1.079 1.317 1.981
C 3.598 -0.715 -0.469
C 3.538 -0.387 -1.792
C 4.722 -0.717 -2.502
C 5.655 -1.304 -1.700
S 5.096 -1.461 -0.094
C 2.801 -1.295 1.828
C 3.696 -0.954 2.803
C 3.787 -1.934 3.826
C 2.963 -2.994 3.591
S 2.071 -2.805 2.152
H 3.346 1.891 -0.774
H 1.965 4.036 -0.329
H 0.726 3.695 1.934
H 2.652 0.046 -2.242
H 4.873 -0.527 -3.557
H 6.639 -1.651 -1.973
H 4.269 -0.034 2.791
H 4.423 -1.849 4.697
H 2.807 -3.859 4.215
N -0.437 3.310 -0.953
C -0.658 2.831 0.421
C -1.682 3.833 1.056
C -1.650 3.742 2.563
C -2.233 2.726 3.189
C -2.948 1.657 2.407
N -1.076 1.383 0.518
H -1.327 3.550 -1.376
H -0.050 2.549 -1.506
H -1.436 4.840 0.713
H -1.147 4.519 3.130
H -2.221 2.647 4.270
H -3.967 1.544 2.802
```

Table of Mulliken atomic charges, one value per atom, all in e:
1 Co 0.0432
2 C -0.6128
3 C -0.6012
4 C -0.8065
5 C 0.6781
6 N 0.1049
7 C -0.4113
8 C 0.3791
9 C -0.9372
10 C -1.1105
11 C -1.5902
12 C 1.0183
13 N 1.3413
14 C 0.2867
15 C -0.7565
16 C -1.7075
17 C 0.2399
18 C -0.6123
19 N 0.6124
20 H 0.4537
21 H 0.4060
22 H 0.3871
23 H 0.3556
24 H 0.5610
25 H 0.4125
26 H 0.3657
27 H 0.5468
28 H 0.3316
29 H 0.7772
30 H -0.5101
31 N -0.1641
32 C -0.5050
33 C -0.5926
34 C 0.8730
35 O -0.7789
36 O 0.0275
37 H 0.3381
38 H 0.4776
39 H 0.4881
40 H 0.2162
41 H -0.1675
42 H 0.4854
43 O -0.5689
44 C 2.0756
45 C -0.3352
46 C -0.8151
47 C -0.8020
48 C -0.3362
49 S -0.1045
50 C -0.5265
51 C -0.4587
52 C -1.0764
53 C -0.5700
54 S -0.0801
55 C -0.3637
56 C -0.0771
57 C -1.0070
58 C -0.6014
59 S 0.0961
60 H 0.6555
61 H 0.4428
62 H 0.7994
63 H 0.6742
64 H 0.4159
65 H 0.4916
66 H 0.5413
67 H 0.4378
68 H 0.4700
69 N -0.7234
70 C 0.6575
71 C -0.5042
72 C -0.7840
73 C -1.1209
74 C 0.3580
75 N -0.5933
76 H 0.5766
77 H 0.3268
78 H 0.5116
79 H 0.5914
80 H 0.4597
81 H 0.5237

---

ORCA calculation (ωB97M-V/def2-TZVPD) on a molecular structure, C36H32F2N3O3SiTa.

Properties
ΔE to the lowest compared entry with this formula, charge and spin = 0.324 eV
HOMO level = -8.21 eV
Electronic energy = -63329.432 eV
Kohn-Sham gap = 7.58 eV

```
78
C36H32F2N3O3SiTa ωB97M-V/def2-TZVPD
Ta -0.728 -0.644 0.423
C -2.255 0.370 4.182
O -1.043 0.808 4.784
C 0.171 0.406 4.344
C 1.226 0.825 5.141
C 2.557 0.576 4.823
C 2.850 -0.111 3.671
C 1.806 -0.533 2.837
C 2.134 -1.307 1.674
N 1.303 -1.536 0.714
N 1.721 -2.535 -0.175
C 0.715 -2.839 -0.920
O -0.443 -2.212 -0.776
C 0.769 -3.867 -1.973
C 1.910 -4.651 -2.127
C 1.973 -5.578 -3.152
C 0.902 -5.724 -4.024
C -0.237 -4.947 -3.868
C -0.307 -4.017 -2.842
C 0.454 -0.315 3.162
O -0.526 -0.806 2.388
H -3.039 0.747 4.835
H -2.307 -0.713 4.123
H -2.367 0.792 3.181
H 0.966 1.378 6.035
H 3.341 0.925 5.478
H 3.871 -0.326 3.389
H 3.103 -1.800 1.617
H 2.740 -4.517 -1.447
H 2.858 -6.188 -3.275
H 0.956 -6.450 -4.825
H -1.072 -5.065 -4.545
H -1.185 -3.402 -2.710
C -4.115 2.051 -0.665
C -3.910 2.346 -2.010
C -2.856 1.761 -2.681
C -2.003 0.886 -2.005
C -2.186 0.573 -0.661
C -3.265 1.183 -0.004
C -0.840 0.300 -2.695
C -0.944 -0.095 -4.059
C 0.111 -0.693 -4.664
C 1.329 -0.837 -3.953
C 2.498 -1.380 -4.533
C 3.663 -1.423 -3.825
C 3.713 -0.907 -2.511
C 2.590 -0.400 -1.923
C 1.362 -0.387 -2.622
N 0.252 0.114 -1.982
H -4.942 2.504 -0.133
H -4.562 3.040 -2.524
H -2.671 2.006 -3.720
H -3.446 0.983 1.044
H -1.884 0.043 -4.573
H 0.044 -1.047 -5.685
H 2.453 -1.750 -5.549
H 4.557 -1.839 -4.270
H 4.646 -0.918 -1.967
H 2.606 0.000 -0.920
C -1.959 4.344 2.815
Si -0.207 4.141 2.201
C 0.174 5.388 0.865
C 1.000 4.284 3.615
C -0.093 2.457 1.469
C -0.102 1.337 0.988
H -2.088 5.325 3.278
H -2.206 3.584 3.556
H -2.669 4.259 1.992
H 0.010 6.404 1.229
H -0.470 5.227 0.000
H 1.208 5.310 0.530
H 0.900 5.255 4.106
H 2.030 4.180 3.273
H 0.808 3.507 4.355
F -3.233 -2.152 -0.006
C -2.489 -1.816 1.113
F -3.369 -1.133 1.933
H -2.265 -2.755 1.636
```

Table of Mulliken atomic charges, one value per atom, all in e:
1 Ta 3.1346
2 C -0.5303
3 O -0.4809
4 C -0.0634
5 C -0.3714
6 C -0.7422
7 C -0.9437
8 C 0.5892
9 C -0.3856
10 N 0.4600
11 N -0.8267
12 C -0.1260
13 O -0.3948
14 C 0.6466
15 C -0.3235
16 C -0.7224
17 C -0.4239
18 C -0.8658
19 C -0.3151
20 C 0.8002
21 O -1.0540
22 H 0.3047
23 H 0.3369
24 H -0.0292
25 H 0.4959
26 H 0.3944
27 H 0.4751
28 H 0.5531
29 H 0.4555
30 H 0.4131
31 H 0.4162
32 H 0.4253
33 H 0.5213
34 C -0.8174
35 C -0.8772
36 C -0.7832
37 C 0.5574
38 C 0.5761
39 C -0.4139
40 C 1.3407
41 C -1.1925
42 C -0.9975
43 C 1.1229
44 C -0.6868
45 C -0.7936
46 C -0.6221
47 C -0.4616
48 C -0.0097
49 N -0.3113
50 H 0.4526
51 H 0.3986
52 H 0.5087
53 H 0.1904
54 H 0.4693
55 H 0.4576
56 H 0.4208
57 H 0.4116
58 H 0.4323
59 H 0.6286
60 C -0.8505
61 Si -0.3183
62 C -1.0282
63 C -0.7712
64 C -0.0669
65 C -0.6179
66 H 0.3703
67 H 0.2396
68 H 0.2597
69 H 0.3288
70 H 0.2868
71 H 0.3116
72 H 0.3643
73 H 0.2912
74 H 0.1202
75 F -0.3080
76 C -0.5186
77 F -0.2760
78 H 0.3589

---

> Number 3 is which compound?

C36H32F2N3O3SiTa

---

> ΔE to the lowest compared entry with this formula, charge and spin of number 3 (C36H32F2N3O3SiTa)?

0.324 eV

---

> Which of these has the lowest ΔE to the lowest compared entry with this formula, charge and spin?

C36H32F2N3O3SiTa